{"formula": "HN3O2", "method": "the ωB97M-V functional and the def2-TZVPD basis", "max_force_ev_per_a": 5.5, "smiles": "O=NO.N#N", "homo_ev": -10.44, "orbital_gap_ev": 10.74, "species": ["O", "N", "O", "H", "N", "N"], "positions_angstrom": [[2.7163, -0.7261, 0.0074], [1.5836, -1.0665, -0.0091], [0.6648, -0.0151, -0.0379], [-0.1377, -0.3316, 0.2314], [-2.9945, -0.5469, -0.1410], [-1.9747, -0.6926, 0.2160]], "nbo_charge": [-0.27, 0.34, -0.57, 0.48, 0.07, -0.05]}

{"formula": "HN3O3", "method": "the ωB97M-V functional and the def2-TZVPD basis", "max_force_ev_per_a": 3.2, "homo_ev": [-10.13, -9.18], "orbital_gap_ev": [9.23, 7.91], "species": ["N", "N", "N", "O", "O", "O", "H"], "positions_angstrom": [[0.3067, -0.9277, -0.3583], [0.7638, -0.5052, -1.3717], [-0.3254, 1.4967, 1.1648], [-0.4375, 0.3077, 1.1795], [-0.2928, -1.8716, 0.0743], [-0.7510, 2.4636, 1.6755], [0.7361, -0.9635, -2.3640]], "nbo_charge": [0.40, -0.45, 0.53, -0.27, -0.33, -0.25, 0.36]}